DFT (ωB97M-V/def2-TZVPD) results for C4H7NO2 in the gas phase in a non-equilibrium geometry.

Last column: Löwdin charge in e.
CARTESIAN COORDINATES (ANGSTROEM)
1 C 2.0704 -0.1253 -0.1977  -0.18
2 C 2.1102 1.0697 0.2356  0.10
3 C 1.0054 -0.7693 -1.2263  -0.15
4 C -2.2622 0.2190 0.5241  -0.09
5 N -0.4072 1.0303 -0.8036  0.02
6 O -0.1990 -0.2563 -0.8177  -0.20
7 O -1.6204 1.2956 -0.1524  -0.14
8 H 2.7551 -0.8564 0.1059  0.06
9 H 1.3342 1.9201 0.3531  0.08
10 H 1.3258 -0.5424 -2.1966  0.09
11 H 0.8632 -1.8635 -1.1230  0.14
12 H -2.3021 0.3801 1.6038  0.08
13 H -1.6480 -0.6684 0.3588  0.07
14 H -3.3142 0.0531 0.1715  0.10

Summary:
multiplicity	3
⟨S²⟩	2.014
gap between HOMO and LUMO (spin up / spin down)	8.368 / 9.769	eV
lowest unoccupied orbital energy (spin up / spin down)	0.0347 / -0.0167	Eh
highest occupied orbital energy (spin up / spin down)	-7.425 / -10.224	eV
max |F|	4.0	eV Å⁻¹

---

DFT (ωB97M-V/def2-TZVPD) results for a molecular structure, C37H51N4NiOP2 in a non-equilibrium geometry.

Last column: Löwdin charge in e.
CARTESIAN COORDINATES (ANGSTROEM)
1 C -1.7750 -1.5608 -2.3292  -0.33
2 C 0.5090 -1.9641 -2.2984  -0.33
3 C -1.9707 -2.4782 -3.3526  -0.04
4 C 0.3468 -3.0486 -3.1770  -0.03
5 C -0.9048 -3.2986 -3.7179  -0.05
6 H -2.9691 -2.5477 -3.7838  0.12
7 H 1.2241 -3.6324 -3.4288  0.11
8 H -1.0728 -4.1068 -4.4222  0.11
9 N -0.6118 -1.4886 -1.6614  0.03
10 P -2.5408 0.0091 -0.2203  1.11
11 P 2.3002 -0.5470 -0.6278  1.15
12 C -2.7809 -0.4724 -1.9973  -0.24
13 H -2.5551 0.4050 -2.6301  0.09
14 H -3.7975 -0.7896 -2.2673  0.08
15 C 0.1508 1.2928 1.2164  -0.38
16 O 0.7099 2.3486 1.0149  0.02
17 C 1.7283 -1.2112 -2.1954  -0.28
18 H 2.5101 -1.5675 -2.8809  0.07
19 C 3.8192 0.4131 -1.3103  -0.63
20 C 2.7589 -1.6662 0.9203  -0.66
21 C -3.3190 1.7163 -0.2744  -0.68
22 C -3.6260 -1.3299 0.6538  -0.64
23 C 3.5904 1.8748 -0.9028  -0.10
24 H 3.5055 1.9918 0.1845  0.07
25 H 4.4494 2.4709 -1.2452  0.09
26 H 2.6847 2.2912 -1.3549  0.06
27 C 5.1511 -0.0849 -0.7391  -0.10
28 H 5.2365 0.0058 0.3460  0.06
29 H 5.3484 -1.1191 -1.0419  0.07
30 H 5.9558 0.5304 -1.1707  0.10
31 C 4.0007 0.3207 -2.8357  -0.09
32 H 4.7978 1.0174 -3.1357  0.10
33 H 4.3141 -0.6864 -3.1329  0.09
34 H 3.1054 0.5891 -3.3994  0.05
35 C 3.3279 -0.7413 2.0129  -0.08
36 H 2.6238 0.0664 2.2541  0.05
37 H 3.4898 -1.3244 2.9343  0.10
38 H 4.2853 -0.2777 1.7549  0.06
39 C 1.5037 -2.3249 1.5077  -0.10
40 H 0.7690 -1.5718 1.8364  0.04
41 H 1.0217 -3.0107 0.7994  0.08
42 H 1.7973 -2.8994 2.4029  0.10
43 C 3.7440 -2.7623 0.5017  -0.09
44 H 4.7161 -2.3722 0.1880  0.05
45 H 3.9279 -3.4260 1.3618  0.09
46 H 3.3362 -3.3744 -0.3145  0.09
47 C -4.3176 -0.7723 1.9039  -0.09
48 H -4.9180 -1.5882 2.3345  0.10
49 H -3.6210 -0.4399 2.6811  0.06
50 H -5.0141 0.0421 1.6701  0.07
51 C -2.7031 -2.5042 1.0185  -0.09
52 H -2.2023 -2.9216 0.1363  0.08
53 H -1.9353 -2.2428 1.7567  0.06
54 H -3.3164 -3.3032 1.4586  0.10
55 C -4.7214 -1.8717 -0.2783  -0.09
56 H -5.3337 -2.5682 0.3107  0.10
57 H -5.3912 -1.0863 -0.6488  0.08
58 H -4.3177 -2.4388 -1.1250  0.08
59 C -2.5064 2.6296 -1.2167  -0.09
60 H -2.5087 2.2726 -2.2526  0.07
61 H -2.9722 3.6277 -1.2085  0.10
62 H -1.4607 2.7338 -0.8987  0.06
63 C -3.2784 2.3217 1.1338  -0.08
64 H -2.2494 2.3820 1.5123  0.06
65 H -3.6820 3.3432 1.0812  0.10
66 H -3.8805 1.7586 1.8550  0.06
67 C -4.7535 1.6183 -0.8072  -0.08
68 H -4.7830 1.2162 -1.8292  0.08
69 H -5.4135 1.0206 -0.1680  0.07
70 H -5.1642 2.6375 -0.8452  0.10
71 Ni -0.3082 0.0146 -0.2332  0.30
72 N 0.3277 1.0437 -1.5996  0.02
73 C 0.9083 0.8601 -2.6608  -0.15
74 C 0.9442 1.6610 -3.8888  -0.22
75 C 0.8303 3.0634 -3.7738  -0.02
76 C 0.9774 1.0735 -5.1597  -0.03
77 C 0.7744 3.8579 -4.9287  -0.07
78 H 0.7859 3.5140 -2.7784  0.12
79 C 0.9111 1.8840 -6.3021  -0.07
80 H 1.0489 -0.0150 -5.2368  0.12
81 C 0.8021 3.2743 -6.1946  -0.07
82 H 0.6985 4.9384 -4.8126  0.11
83 H 0.9323 1.4306 -7.2858  0.10
84 H 0.7096 3.8948 -7.0915  0.11
85 N 2.8831 1.5260 6.4303  0.20
86 C 1.9839 1.2483 5.7335  -0.14
87 C 0.9014 0.8778 4.8400  -0.17
88 C -0.0978 -0.0136 5.2521  0.05
89 C -1.0725 -0.4083 4.3429  0.01
90 C -0.9841 0.0028 3.0269  -0.04
91 N -0.0343 0.9209 2.6543  0.01
92 C 0.8567 1.4246 3.5744  0.05
93 H -0.0804 -0.4007 6.2643  0.14
94 H -1.9039 -1.0404 4.6532  0.13
95 H -1.6611 -0.3034 2.2362  0.05
96 H 1.5189 2.2145 3.2397  0.16

Summary:
multiplicity	3
⟨S²⟩	2.020
gap between HOMO and LUMO (spin up / spin down)	4.962 / 5.194	eV
lowest unoccupied orbital energy (spin up / spin down)	-0.1578 / -0.1572	Eh
highest occupied orbital energy (spin up / spin down)	-9.256 / -9.473	eV
total charge	+1
max |F|	5.4	eV Å⁻¹

---

DFT (ωB97M-V/def2-TZVPD) results for a molecular structure, C20H25CoN2O9SSe in a non-equilibrium geometry.

Last column: Löwdin charge in e.
CARTESIAN COORDINATES (ANGSTROEM)
1 Co 0.8523 -0.5930 -1.6324  0.76
2 C -3.3924 -1.5760 5.2233  -0.06
3 C -3.1084 -1.6105 3.7573  -0.31
4 C -1.9016 -1.1227 3.2354  -0.02
5 C -1.6592 -1.2412 1.8688  -0.03
6 C -2.6316 -1.7355 0.9899  -0.23
7 C -3.8396 -2.1473 1.5517  -0.06
8 C -4.0414 -2.0901 2.8959  -0.08
9 S -2.3956 -1.6927 -0.7941  0.52
10 O -2.8750 -2.9597 -1.3206  -0.32
11 O -3.1163 -0.4705 -1.2282  -0.37
12 O -0.9359 -1.5003 -0.9830  -0.38
13 H -2.7222 -0.8267 5.6778  0.08
14 H -3.2620 -2.6012 5.6585  0.09
15 H -4.4424 -1.2677 5.3453  0.07
16 H -1.2383 -0.6465 3.9309  0.10
17 H -0.6803 -0.9388 1.4601  0.10
18 H -4.5783 -2.4735 0.8935  0.10
19 H -5.0523 -2.3521 3.2571  0.12
20 O 1.8243 0.1779 2.3596  0.02
21 C 2.0411 -0.4617 1.3363  -0.59
22 O 1.3200 -0.4439 0.2738  -0.12
23 C 3.2701 -1.3639 1.2903  -0.14
24 C 3.8449 -1.7963 2.4768  -0.02
25 C 4.9881 -2.6428 2.4703  -0.08
26 C 5.5256 -3.0236 1.2259  -0.13
27 C 4.9467 -2.6223 0.0492  -0.08
28 C 3.8294 -1.7534 0.0964  -0.01
29 H 3.3261 -1.4607 3.3575  0.10
30 H 5.5461 -2.9228 3.3463  0.08
31 H 6.3899 -3.6987 1.1723  0.10
32 H 5.3715 -2.9809 -0.8784  0.10
33 H 3.4306 -1.3493 -0.8208  0.08
34 C -1.9781 2.7914 -0.9052  -0.05
35 C -1.0001 1.6363 -0.6321  -0.17
36 N -0.1361 1.4253 -1.7722  -0.15
37 C 0.8771 2.5056 -1.7933  -0.15
38 C 0.1733 3.8330 -1.5255  -0.06
39 N -1.2821 3.6505 -1.9228  -0.09
40 C -1.3175 2.9791 -3.2852  -0.05
41 C -1.0252 1.5043 -3.0058  -0.09
42 H -2.1540 3.4326 -0.0405  0.13
43 H -2.9291 2.4935 -1.3604  0.14
44 H -1.6140 0.7700 -0.4466  0.07
45 H -0.3725 1.7231 0.2575  0.14
46 H 1.4270 2.5152 -2.7238  0.08
47 H 1.5953 2.2911 -1.0033  0.13
48 H 0.6176 4.7091 -2.0098  0.14
49 H 0.0780 4.0099 -0.4320  0.14
50 H -1.6896 4.5937 -1.9918  0.18
51 H -0.5122 3.4183 -3.8778  0.14
52 H -2.2657 3.1709 -3.7184  0.12
53 H -0.5129 1.0076 -3.7854  0.08
54 H -1.9420 0.9215 -2.7226  0.13
55 O 3.5493 -0.5237 -4.5696  -0.47
56 Se 2.3264 0.2051 -3.8348  0.81
57 O 0.9295 -0.7860 -3.6963  -0.52
58 O 2.6780 0.3220 -2.1981  -0.51
59 O 1.8456 1.5886 -4.5465  -0.50

Summary:
multiplicity	4
⟨S²⟩	3.755
gap between HOMO and LUMO (spin up / spin down)	7.298 / 7.480	eV
lowest unoccupied orbital energy (spin up / spin down)	0.0464 / 0.0461	Eh
highest occupied orbital energy (spin up / spin down)	-6.035 / -6.226	eV
total charge	-1
max |F|	2.2	eV Å⁻¹

---

DFT (ωB97M-V/def2-TZVPD) results for a molecular structure, C22H32IrN5OS.

Last column: Löwdin charge in e.
CARTESIAN COORDINATES (ANGSTROEM)
1 Ir 0.6611 -2.7010 -0.9799  1.06
2 C 3.3194 -3.6830 -1.8887  -0.06
3 N 2.8030 -2.8774 -0.7566  -0.40
4 C 3.5236 -1.5862 -0.7116  -0.06
5 C 3.0501 -3.6037 0.5310  -0.13
6 C 1.9922 -3.2186 1.5152  -0.24
7 C 2.1935 -3.1161 2.8807  -0.01
8 C 1.1082 -2.8844 3.7175  -0.04
9 C -0.1735 -2.7758 3.1949  -0.05
10 C -0.3790 -2.8245 1.8220  -0.11
11 C 0.7119 -3.0249 0.9766  -0.26
12 H 4.3759 -3.9161 -1.7372  0.11
13 H 3.2118 -3.1194 -2.8144  0.09
14 H 2.7603 -4.6152 -1.9638  0.10
15 H 4.5930 -1.7703 -0.5944  0.11
16 H 3.1677 -0.9990 0.1335  0.10
17 H 3.3698 -1.0366 -1.6364  0.08
18 H 4.0644 -3.4269 0.8929  0.14
19 H 2.9632 -4.6681 0.3059  0.14
20 H 3.1857 -3.2395 3.2971  0.13
21 H 1.2618 -2.8081 4.7854  0.12
22 H -1.0175 -2.6379 3.8575  0.12
23 H -1.3793 -2.7339 1.4197  0.09
24 S -1.5624 -2.9521 -1.6101  0.66
25 C -2.3340 -1.4586 -2.0933  -0.74
26 N -2.7311 -0.4647 -1.3304  0.08
27 C -3.5343 0.5139 -2.0760  -0.08
28 C -3.4614 -0.0190 -3.5231  -0.08
29 N -2.7060 -1.2674 -3.3514  0.05
30 H -2.4844 -0.3058 -0.3608  0.12
31 H -3.1166 1.5126 -1.9681  0.12
32 H -4.5507 0.5213 -1.6863  0.13
33 H -2.9218 0.6518 -4.1899  0.12
34 H -4.4441 -0.2147 -3.9453  0.13
35 H -2.6308 -1.9933 -4.0454  0.15
36 C -2.9449 4.0349 2.0615  -0.06
37 C -1.6616 3.4710 2.6496  -0.17
38 N -0.7165 2.9936 1.6215  -0.04
39 C 0.4943 3.7872 1.3956  -0.19
40 C 0.2192 5.1101 0.6977  -0.06
41 C -1.0096 1.8581 0.9998  -0.41
42 O -1.9871 1.1520 1.2741  0.05
43 C -0.1399 1.3281 -0.1222  -0.08
44 C 0.2319 2.0079 -1.2725  0.04
45 C 0.7986 1.2954 -2.3233  0.01
46 C 0.9729 -0.0666 -2.2049  -0.10
47 N 0.6291 -0.7184 -1.0795  -0.12
48 C 0.0885 -0.0361 -0.0615  -0.05
49 H -3.5654 4.4359 2.8619  0.09
50 H -3.5138 3.2591 1.5521  0.07
51 H -2.7366 4.8438 1.3609  0.07
52 H -1.8787 2.6378 3.3175  0.13
53 H -1.1342 4.2326 3.2218  0.13
54 H 1.2135 3.1847 0.8423  0.11
55 H 0.9398 3.9716 2.3745  0.13
56 H -0.3120 4.9696 -0.2454  0.07
57 H 1.1566 5.6260 0.4928  0.09
58 H -0.3875 5.7658 1.3216  0.08
59 H 0.0609 3.0722 -1.3699  0.12
60 H 1.0966 1.7872 -3.2384  0.13
61 H 1.3825 -0.6606 -3.0117  0.13
62 H -0.1863 -0.6001 0.8171  0.12

Summary:
gap between HOMO and LUMO	7.085	eV
lowest unoccupied orbital energy	-0.2658	Eh
highest occupied orbital energy	-14.318	eV
total charge	+2
max |F|	0.8	eV Å⁻¹

---

DFT (ωB97M-V/def2-TZVPD) results for 2 unconnected molecules or ions with the total composition C2H9N2O2 in a non-equilibrium geometry.

Last column: Löwdin charge in e.
CARTESIAN COORDINATES (ANGSTROEM)
1 N -1.0490 -1.5226 -1.4668  0.19
2 C -0.5186 -0.8674 -0.1901  -0.01
3 C -0.6407 0.6282 -0.4970  -0.49
4 N 0.3010 1.4890 -0.0564  0.20
5 O -1.4620 0.9442 -1.3368  0.07
6 H -0.2426 -1.8177 -2.0078  0.17
7 H -1.6056 -2.3496 -1.2778  0.17
8 H -1.5375 -0.7253 -1.9323  0.14
9 H 0.4563 -1.2970 0.0273  0.14
10 H -1.1847 -1.2234 0.5974  0.14
11 H 0.9456 1.2463 0.6855  0.06
12 H 0.5843 2.1016 -0.8024  0.13
13 H 2.3486 1.7943 2.6477  0.07
14 H 1.8185 0.5483 3.2213  0.07
15 O 1.7864 1.0511 2.3881  -0.06

Summary:
gap between HOMO and LUMO	11.103	eV
lowest unoccupied orbital energy	-0.1291	Eh
highest occupied orbital energy	-14.615	eV
total charge	+1
max |F|	1.6	eV Å⁻¹

---

Energy relative to the best compared isomer or geometry (same formula, charge and spin) values (in kcal/mol) by entry order: 84.0 11.6 0.0 6.8 23.4.